[1]
{
  "formula": "C13H7Cl36F2NO6S2",
  "method": "ωB97M-V/def2-TZVPD",
  "total_charge": 0,
  "gap_ev": 9.38,
  "homo_energy_ev": -10.620,
  "smiles": "CC(=O)OCCN(S(=O)(=O)F)S(=O)(=O)F.ClC(Cl)(Cl)Cl.ClC(Cl)(Cl)Cl.ClC(Cl)(Cl)Cl.ClC(Cl)(Cl)Cl.ClC(Cl)(Cl)Cl.ClC(Cl)(Cl)Cl.ClC(Cl)(Cl)Cl.ClC(Cl)(Cl)Cl.ClC(Cl)(Cl)Cl",
  "e_tot_ha": -18568.46906,
  "species": ["Cl", "Cl", "Cl", "Cl", "Cl", "Cl", "Cl", "Cl", "Cl", "Cl", "Cl", "Cl", "Cl", "Cl", "Cl", "Cl", "Cl", "Cl", "Cl", "Cl", "Cl", "Cl", "Cl", "Cl", "Cl", "Cl", "Cl", "Cl", "Cl", "Cl", "Cl", "Cl", "Cl", "Cl", "Cl", "Cl", "S", "S", "F", "F", "O", "O", "O", "O", "O", "O", "N", "C", "C", "C", "C", "C", "C", "C", "C", "C", "C", "C", "C", "C", "H", "H", "H", "H", "H", "H", "H"],
  "xyz": [[0.1301, 4.6738, -4.7236], [0.1054, -13.9947, -1.1698], [-5.0094, -4.3110, 6.6551], [-7.1294, -3.4981, 4.8493], [-4.8583, -1.7511, 5.2989], [1.4954, -3.3504, -1.4206], [-3.1677, 4.7315, -4.4809], [3.0154, -4.7425, -3.4619], [3.2821, -9.5535, -3.0057], [-1.1769, 2.1682, -4.0460], [0.2270, -4.0892, -3.9228], [-0.6698, 2.8383, -6.8239], [0.5401, 5.6006, 5.9056], [-1.0427, 6.7270, 8.0602], [-3.2829, 4.4997, -1.5941], [3.6604, 1.8301, -2.2599], [1.5358, 2.1650, -5.0634], [-3.2551, 1.2134, 0.5136], [-3.2603, 1.3839, 3.4054], [2.6022, -11.8197, -1.3271], [-5.4341, 3.4315, -3.2209], [5.9686, 0.0724, -2.3766], [-5.0887, 6.3015, -2.9835], [1.9793, -15.9662, -2.1773], [2.0887, -15.1490, 0.6041], [-4.3785, -0.9462, 2.0862], [-5.7517, 1.6043, 1.9391], [-0.1238, -16.7673, -0.3463], [0.9378, -6.1387, -1.9966], [1.2183, -9.2940, -0.9838], [-0.7864, 8.1547, 5.5477], [-4.5209, -4.2094, 3.7969], [4.0442, 0.0777, -4.5465], [3.9988, -9.5431, -0.1946], [-2.3493, 5.7136, 5.6761], [3.3183, -1.0367, -1.9680], [0.4326, 3.4563, 2.5873], [3.0126, 4.5700, 2.1110], [0.0271, 4.8969, 3.3677], [3.0262, 4.4684, 3.7943], [-0.8462, 2.9046, 2.0443], [0.9515, 2.4385, 3.5818], [4.3158, 4.0298, 1.6304], [1.3237, 3.8014, -1.8624], [2.2490, 5.9053, -1.5548], [2.9791, 6.0528, 1.8060], [1.6031, 3.8906, 1.3871], [-0.1472, 5.9217, -1.0595], [2.7758, -10.0530, -1.3779], [1.4186, -4.5809, -2.7007], [4.2486, 0.2360, -2.7883], [-4.2441, 4.7416, -3.0714], [-4.1617, 0.8133, 1.9861], [-5.3795, -3.4421, 5.1506], [1.8672, 2.7954, 0.4065], [-0.0453, 2.9611, -5.1654], [0.7770, 2.9340, -0.8041], [-0.9091, 6.5490, 6.2977], [1.0122, -15.4696, -0.7723], [1.2179, 5.1789, -1.5060], [-0.1760, 6.9910, -1.4450], [2.8792, 2.8280, -0.1091], [-0.1983, 5.9556, 0.0939], [1.7222, 1.7357, 0.8465], [-0.2519, 3.2607, -0.4425], [-1.0756, 5.3170, -1.3905], [0.7331, 1.8854, -1.2856]],
  "atomic_forces_ev_per_a": [[0.068, -0.228, -0.197], [0.046, -0.359, 0.071], [-0.058, 0.128, -0.263], [0.294, 0.008, 0.035], [-0.112, -0.341, 0.167], [-0.290, -0.473, -0.009], [-0.468, 0.243, 0.234], [-0.267, 0.045, 0.148], [-0.102, -0.052, 0.270], [0.314, -0.098, -0.086], [0.206, -0.052, 0.214], [0.055, 0.034, 0.290], [-0.151, 0.336, 0.613], [0.004, -0.027, -0.292], [-0.467, -0.114, -0.167], [0.186, -0.277, -0.348], [-0.357, 0.140, -0.040], [-0.134, -0.031, 0.115], [-0.204, -0.153, -0.181], [0.091, 0.449, -0.009], [0.225, 0.201, 0.057], [-0.310, 0.038, -0.084], [0.164, -0.275, 0.043], [-0.150, 0.100, 0.229], [-0.166, -0.034, -0.231], [0.071, 0.343, -0.210], [0.257, -0.120, -0.016], [0.197, 0.215, -0.070], [0.159, 0.356, -0.160], [0.180, -0.236, 0.003], [-0.023, -0.276, 0.111], [-0.122, 0.115, 0.183], [0.072, 0.002, 0.326], [-0.218, -0.062, -0.194], [0.207, 0.114, 0.081], [0.329, 0.450, -0.348], [-4.034, -5.223, 3.648], [6.118, 6.578, -1.392], [1.531, -2.761, -2.582], [-0.822, -0.524, -3.055], [3.614, 2.967, -0.111], [-0.242, 4.351, -2.838], [-4.260, -0.574, 1.581], [-1.247, 1.416, 2.217], [-3.838, -3.362, -0.152], [-1.396, -4.818, 1.686], [0.260, -0.154, 2.088], [-0.393, -1.708, 0.347], [0.136, -0.054, -0.034], [-0.026, -0.079, -0.092], [0.145, -0.010, 0.175], [-0.106, 0.002, -0.197], [-0.020, -0.045, 0.086], [-0.020, 0.076, 0.069], [-1.624, -1.990, -1.995], [0.121, 0.039, 0.044], [0.811, -1.003, -0.137], [0.076, -0.002, 0.033], [-0.047, -0.036, 0.008], [2.902, 3.498, 0.081], [0.309, -1.618, 0.356], [-1.157, 0.524, 1.336], [0.318, -0.017, -1.769], [0.353, 1.819, -0.326], [1.379, -0.392, -0.470], [1.749, 1.239, 0.357], [-0.117, 1.748, 0.755]]
}

=====

[2]
{
  "formula": "C4H10Cl3MgO2",
  "method": "ωB97M-V/def2-TZVPD",
  "s_squared": 0.76,
  "total_charge": 0,
  "gap_ev": [10.85, 4.23],
  "homo_energy_ev": [-10.315, -9.958],
  "e_tot_ha": -1889.59816,
  "spin_multiplicity": 2,
  "relative_energy_kj_mol": 0.00,
  "species": ["Cl", "Cl", "Cl", "Mg", "O", "O", "C", "C", "C", "C", "H", "H", "H", "H", "H", "H", "H", "H", "H", "H"],
  "xyz": [[1.8283, -0.1073, -3.8313], [2.8540, -1.3519, -0.4957], [1.7890, 2.5582, -1.2692], [1.7999, 0.3442, -1.6526], [0.2294, -0.0923, 1.9902], [-0.0886, -0.3016, -1.1236], [-0.9803, 0.2677, -0.1031], [-0.4924, -1.5122, -1.7329], [-0.9885, -0.3566, 1.2660], [0.3758, 1.2217, 2.5179], [-1.1660, -1.4006, 1.0080], [-0.6538, 1.3076, -0.1052], [-1.9094, -0.0267, 1.7469], [0.1928, -1.8523, -2.5094], [-1.4630, -1.4177, -2.2199], [-2.0041, 0.2349, -0.4758], [0.6086, 1.9257, 1.7190], [-0.6365, -2.3029, -0.9966], [1.2259, 1.4264, 3.1686], [-0.5213, 1.4358, 3.0988]],
  "atomic_forces_ev_per_a": [[0.319, -0.434, -0.565], [0.253, -0.208, -0.253], [0.017, -0.061, 0.166], [-0.533, 0.754, 0.821], [-0.198, -1.208, -0.002], [-0.034, 0.084, 0.506], [0.190, 0.971, -1.045], [-1.092, -0.855, 0.125], [1.140, 0.589, -0.807], [-0.569, 0.364, -0.499], [0.721, -0.512, 1.028], [-0.139, 0.040, 0.211], [0.129, 0.319, 0.472], [0.279, 0.330, 0.357], [-0.144, 0.431, -0.093], [-0.051, -0.065, -0.339], [-0.738, 0.300, -0.265], [0.363, -0.091, 0.134], [0.188, -1.316, 0.214], [-0.102, 0.569, -0.166]]
}

=====

[3]
{
  "formula": "C19H44ClN4O10S3",
  "method": "ωB97M-V/def2-TZVPD",
  "total_charge": 1,
  "gap_ev": 6.65,
  "homo_energy_ev": -12.880,
  "e_tot_ha": -3376.03388,
  "relative_energy_kj_mol": 0.00,
  "species": ["Cl", "S", "S", "S", "O", "O", "O", "O", "O", "O", "O", "O", "O", "O", "N", "N", "N", "N", "C", "C", "C", "C", "C", "C", "C", "C", "C", "C", "C", "C", "C", "C", "C", "C", "C", "C", "C", "H", "H", "H", "H", "H", "H", "H", "H", "H", "H", "H", "H", "H", "H", "H", "H", "H", "H", "H", "H", "H", "H", "H", "H", "H", "H", "H", "H", "H", "H", "H", "H", "H", "H", "H", "H", "H", "H", "H", "H", "H", "H", "H", "H"],
  "xyz": [[-3.2070, 1.2575, 2.9372], [2.8159, -0.5012, -3.3339], [-2.3534, 7.2776, 1.9208], [4.0514, -2.6015, 0.7330], [-2.1872, 7.4415, 0.5091], [4.2784, -3.7818, -0.0457], [-1.3549, 6.1214, 2.4265], [1.4524, -0.3412, -2.9050], [5.0175, -2.6234, 2.0061], [-3.6432, 7.0563, 2.5018], [2.9340, -0.0709, -4.8657], [-0.8718, -1.5027, 2.3119], [3.9068, 0.0806, -2.6026], [2.7270, -2.2263, 1.1559], [-0.4838, 1.1390, 1.3412], [-1.1633, -1.1331, 0.9873], [-2.5962, 0.6415, 0.2893], [-1.9941, -3.6902, 2.4629], [3.4430, 2.3235, -4.8556], [4.6374, -3.4201, 3.1406], [-0.1291, -1.6240, 0.0392], [-4.6091, -0.5407, 1.2315], [-1.4216, -2.7197, 2.4704], [-5.3111, -0.9045, 2.5827], [-2.1417, -4.4066, -1.3964], [-3.7265, 0.7684, 1.2825], [3.1455, -2.2203, -3.5609], [-1.4072, 0.2759, 0.8766], [-0.6643, -2.3146, -1.2663], [2.4657, 1.2335, -5.2503], [-1.5678, 4.3284, 0.7902], [-1.7522, 4.7637, 2.2326], [4.7923, -1.2312, -0.0875], [-1.5706, 8.6263, 2.7457], [-2.1483, -2.8317, -1.2345], [-2.9561, -2.1941, -2.4464], [4.8922, -4.8962, 2.9048], [4.6592, -0.3397, 0.5212], [-2.2562, 4.8559, 0.1290], [2.3450, -2.6566, -4.1542], [-2.8175, -0.1501, -0.3353], [-1.6772, -4.7190, -2.3577], [4.2913, -1.1078, -1.0457], [4.2314, -5.2923, 2.1326], [0.6237, -2.2848, 0.5741], [4.4466, 2.0907, -5.2139], [4.7199, -5.4648, 3.8198], [-1.1158, 4.1558, 2.8792], [-1.6781, -4.9071, -0.5121], [5.8483, -1.4424, -0.2433], [-2.7102, -2.6349, -0.2989], [5.9173, -5.0626, 2.5712], [-2.3200, -1.5805, -3.1212], [-4.6090, -1.0386, 3.4300], [-4.3808, 1.5897, 0.9093], [0.2047, 1.6151, 0.7638], [-0.4467, -1.6513, -2.1366], [-2.7832, 4.6130, 2.5625], [-6.1483, -0.2054, 2.8181], [-4.0671, -1.4317, 0.8437], [-5.7996, -1.8988, 2.4209], [-3.7230, -1.5018, -2.0200], [-1.6545, 8.4790, 3.8200], [-2.0861, 9.5383, 2.4490], [2.3628, 1.2172, -6.3353], [3.5939, -3.2355, 3.4065], [0.4669, -0.7244, -0.2813], [-1.7538, 3.2593, 0.6858], [1.4727, 1.4218, -4.8357], [-3.4168, -2.9992, -3.0567], [3.5018, 2.4273, -3.7711], [-0.5282, 8.6700, 2.4375], [4.1062, -2.3305, -4.0596], [5.2474, -3.0781, 3.9769], [-0.0166, -3.2126, -1.4374], [-0.4656, 1.3596, 2.3395], [-3.2192, -4.7138, -1.3955], [3.1321, 3.2837, -5.2695], [-5.4228, -0.3331, 0.4906], [-0.5550, 4.5490, 0.4462], [3.1812, -2.6868, -2.5755]],
  "atomic_forces_ev_per_a": [[0.128, -0.269, -0.865], [0.365, -0.568, -1.245], [0.434, 0.398, 0.378], [1.300, 0.607, 0.244], [-0.270, -0.178, 0.075], [-0.574, 0.015, 0.012], [-0.020, 0.289, 0.140], [0.204, 0.383, 0.345], [-0.374, 0.266, -0.415], [0.029, -0.223, -0.324], [-0.128, -0.426, 0.514], [0.228, -0.986, 1.392], [-0.617, 0.245, 0.002], [-0.144, -0.394, -0.041], [-0.195, 0.657, 1.294], [-1.013, -0.584, -2.010], [2.608, -1.576, -0.119], [-1.295, -2.758, 0.266], [0.116, -0.034, 0.297], [-0.100, -0.709, 0.643], [1.365, 0.418, -1.040], [-0.465, -0.033, 0.450], [1.559, 4.275, -0.560], [-0.451, -0.659, -0.554], [-0.987, 0.598, 0.517], [-2.120, 0.799, -0.259], [-0.029, 0.002, 0.002], [-0.311, -0.464, 0.263], [0.110, -0.375, 0.482], [-0.091, 0.969, -0.236], [-0.168, 0.171, -0.244], [-0.161, -0.617, -0.316], [-0.002, -0.147, 0.185], [0.123, -0.072, 0.094], [0.319, -0.808, -1.523], [0.165, 0.093, 0.682], [-0.104, -0.110, -0.279], [-0.001, -0.047, -0.009], [0.046, -0.002, 0.033], [0.022, 0.056, 0.006], [-0.475, 0.214, 0.414], [-0.197, 0.197, 0.719], [0.113, -0.040, 0.262], [0.013, 0.006, 0.051], [-1.183, 0.882, -0.223], [-0.070, 0.023, -0.074], [0.028, 0.100, 0.023], [0.063, 0.308, 0.138], [-0.099, 0.391, -0.806], [-0.046, -0.051, 0.033], [0.714, 0.092, -0.385], [-0.010, 0.035, 0.097], [-0.305, -0.493, 0.461], [-0.465, 0.299, -0.556], [0.779, -0.400, 0.506], [-0.819, 0.210, -0.209], [-0.440, -0.396, 0.757], [0.009, 0.181, 0.010], [0.911, -0.328, 0.013], [0.030, 0.707, 0.428], [0.392, 0.762, 0.128], [0.170, -0.582, -0.628], [-0.014, -0.025, -0.049], [-0.063, -0.106, -0.067], [0.051, -0.356, 0.080], [0.013, 0.111, -0.186], [-0.178, -0.853, 0.274], [-0.029, 0.053, 0.069], [0.048, -0.198, 0.094], [-0.023, 0.702, 0.435], [-0.016, 0.020, -0.046], [-0.050, -0.022, -0.022], [-0.029, 0.049, 0.026], [0.061, 0.252, -0.248], [-0.394, 0.767, 0.230], [0.382, -0.552, -0.315], [0.897, -0.020, -0.148], [-0.036, -0.082, -0.063], [0.766, -0.083, 0.439], [-0.005, -0.030, 0.055], [0.002, 0.052, 0.007]]
}